The following is a DFT calculation (ωB97M-V/def2-TZVPD) of a 5-piece molecular cluster, C2H15NO4 overall in a non-equilibrium geometry.

Its total charge is 0. As for the structure (SMILES): CNC.O.O.O.O. As for the energy above the lowest of the compared OMol25 structures with the same formula, charge and spin: 1.286 eV. The gap between HOMO and LUMO comes out at 0.342 hartree. As for the highest occupied orbital energy: -0.32927 Eh. The molecular weight comes out at 117.145 g mol⁻¹.

Last columns: bonded neighbours and bond lengths (Å).
Geometry (Å):
1 C -0.685 -1.882 -1.894  N2 1.453, H4 1.092, H5 1.088, H6 1.092
2 N -0.788 -1.119 -0.662  C1 1.453, C3 1.462, H7 1.011
3 C -0.039 -1.703 0.449  N2 1.462, H8 1.088, H9 1.077, H10 1.085
4 H 0.340 -2.247 -1.987  C1 1.092
5 H -1.374 -2.714 -2.017  C1 1.088
6 H -0.759 -1.198 -2.743  C1 1.092
7 H -1.754 -1.069 -0.368  N2 1.011
8 H -0.155 -2.785 0.484  C3 1.088
9 H -0.429 -1.250 1.345  C3 1.077
10 H 1.019 -1.559 0.251  C3 1.085
11 H 0.588 1.238 0.932  O13 0.967
12 H -0.169 1.197 -0.325  O13 0.967
13 O -0.232 1.589 0.557  H11 0.967, H12 0.967
14 H 0.685 3.842 0.265  O16 0.967
15 H 1.760 3.014 -0.260  O16 0.964
16 O 1.644 3.883 0.143  H14 0.967, H15 0.964
17 H 2.693 -0.202 -1.394  O19 0.967
18 H 2.925 1.267 -1.329  O19 0.971
19 O 2.250 0.606 -1.103  H17 0.967, H18 0.971
20 H -1.774 0.704 3.093  O22 0.957
21 H -3.324 0.349 3.242  O22 0.958
22 O -2.422 0.037 3.319  H20 0.957, H21 0.958

Results of the Löwdin charge analysis, in e, for atoms 1 through 2: atom 1 (C): -0.145, atom 2 (N): -0.191